Entry from the Open Molecules 2025 dataset: a structure of composition C20H18ClN5O3Pt at a distorted geometry (ωB97M-V with the def2-TZVPD basis set).

```
! wB97M-V def2-TZVPD RIJCOSX def2/J DEFGRID3
* xyz 2 1
Pt -0.3024 0.3287 0.3641
O 1.4858 -3.1451 -3.4584
C 2.6774 -2.9149 -2.8913
C 3.8403 -3.4898 -3.4046
C 5.0684 -3.1616 -2.8797
C 5.1835 -2.2477 -1.8208
C 4.0517 -1.6894 -1.2972
C 2.7688 -2.0291 -1.7891
C 1.6361 -1.4411 -1.1203
O 1.7492 -0.4820 -0.3312
N 0.3830 -2.0562 -1.3367
N -0.6012 -1.3663 -0.8237
C -1.8357 -1.6806 -1.1355
C -2.9172 -1.0369 -0.4260
C -4.2405 -1.3024 -0.7386
C -5.2381 -0.6242 -0.0420
C -4.8707 0.2771 0.9349
C -3.5122 0.4779 1.1995
N -2.5631 -0.1675 0.5496
H 1.5800 -3.7777 -4.1824
H 3.7661 -4.1763 -4.2395
H 5.9590 -3.6090 -3.3009
H 6.1552 -2.0001 -1.4194
H 4.1140 -0.9936 -0.4727
H -2.0199 -2.3989 -1.9273
H -4.4835 -2.0229 -1.5080
H -6.2803 -0.7975 -0.2718
H -5.6112 0.8371 1.4883
H -3.1935 1.1820 1.9576
Cl -1.8864 2.7463 -0.8637
C -0.6434 1.5486 -1.2127
H 0.2938 2.0511 -1.4432
H -0.9772 0.9513 -2.0570
O 0.2549 -1.0339 2.1692
H 0.1309 -1.9920 2.1437
H 1.2033 -0.8965 2.3073
N -0.3879 6.3023 4.7257
C -0.2852 5.3655 4.0713
C -0.1632 4.1944 3.2494
C -0.6457 2.9678 3.6980
C -0.5271 1.8702 2.8750
N 0.0419 1.9436 1.6589
C 0.5197 3.1226 1.2367
C 0.4440 4.2671 2.0014
H -1.1047 2.8724 4.6714
H -0.8611 0.8917 3.1938
H 0.9994 3.1373 0.2693
H 0.8452 5.1983 1.6287
*
```

- energy above the lowest of the compared OMol25 structures with the same formula, charge and spin (kJ/mol) = 100.0
- calculated total energy (eV) = -50376.693
- orbital gap (alpha / beta) (eV) = 4.524 / 4.785
- LUMO level (alpha / beta) (eV) = -9.2 / -8.9
- HOMO level (alpha / beta) (Ha) = -0.503 / -0.504

Löwdin atomic charge list, values in e, 6 entries: 1.390, 0.087, -0.242, 0.005, -0.023, -0.052



Entry from the Open Molecules 2025 dataset: a structure of composition C20H18CrN5OS2 (ωB97M-V with the def2-TZVPD basis set).

```
! wB97M-V def2-TZVPD RIJCOSX def2/J DEFGRID3
* xyz 0 2
Cr -0.6624 -0.4437 -0.0598
N 1.8476 -3.1922 2.2544
C 1.2832 -2.1579 1.5680
S 0.3070 -2.5622 0.1757
N 1.4695 -0.9605 2.0407
N 0.8530 0.0046 1.2470
C 1.3899 1.1661 1.3356
C 1.0486 2.2865 0.4948
C 1.4716 3.5734 0.8532
C 1.2259 4.6567 0.0401
C 0.5750 4.4548 -1.1818
C 0.1758 3.1953 -1.5704
C 0.3918 2.0922 -0.7369
O -0.0115 0.8882 -1.1196
H 1.8903 -4.0804 1.7878
H 2.5785 -2.9691 2.9084
H 2.1911 1.2822 2.0643
H 2.0068 3.7031 1.7881
H 1.5508 5.6454 0.3339
H 0.3836 5.2960 -1.8357
H -0.3279 3.0255 -2.5126
C -1.8505 -1.2338 3.2512
N -1.3972 0.1211 3.5309
C -0.7641 0.5350 4.6879
C -0.4819 1.8448 4.5513
N -0.9424 2.2084 3.3002
C -1.4970 1.1535 2.6704
S -2.1537 1.1798 1.1023
H -2.3112 -1.6450 4.1469
H -1.0075 -1.8559 2.9544
H -2.5728 -1.2034 2.4371
H -0.5690 -0.1406 5.5003
H -0.0016 2.5356 5.2185
H -0.8371 3.1012 2.8479
C -2.3213 -1.4703 -0.4464
C -3.3489 -2.0748 -0.6885
C -4.5363 -2.8169 -1.0107
C -4.6886 -4.1355 -0.5750
C -5.8300 -4.8530 -0.8917
C -6.8335 -4.2705 -1.6539
C -6.6892 -2.9618 -2.0943
C -5.5530 -2.2374 -1.7724
H -3.8966 -4.5856 0.0091
H -5.9378 -5.8738 -0.5479
H -7.7237 -4.8325 -1.9046
H -7.4686 -2.5045 -2.6902
H -5.4374 -1.2156 -2.1084
*
```

- energy above the lowest of the compared OMol25 structures with the same formula, charge and spin (kJ/mol) = 0.0
- calculated total energy (eV) = -80620.980
- orbital gap (alpha / beta) (eV) = 7.799 / 7.573
- LUMO level (alpha / beta) (eV) = 0.2 / 0.1
- HOMO level (alpha / beta) (Ha) = -0.280 / -0.274

Löwdin atomic charge list, values in e, 6 entries: 0.362, 0.066, -0.855, 0.700, 0.000, -0.124



Entry from the Open Molecules 2025 dataset: a cluster of 3 separate species, C20H18F11N4 in total (ωB97M-V with the def2-TZVPD basis set).

```
! wB97M-V def2-TZVPD RIJCOSX def2/J DEFGRID3
* xyz 1 1
N -1.3135 7.9399 -0.8664
C -1.6594 6.8535 -0.1180
N -2.1104 6.8123 1.1348
C -2.2941 5.5239 1.3958
N -1.9685 4.7453 0.3620
C -1.9913 3.2731 0.2931
C -2.1150 2.7523 -1.1350
C -1.6156 1.3206 -1.1924
F -0.2873 1.2627 -0.9260
F -2.2543 0.6144 -0.2086
C -1.9064 0.5385 -2.5101
F -3.2410 0.3712 -2.6102
F -1.3254 -0.6659 -2.3542
C -1.3404 1.1671 -3.8333
F -0.8597 0.1917 -4.6057
F -0.3293 2.0146 -3.5158
C -2.3585 1.9540 -4.7048
F -1.7289 2.4361 -5.7545
F -2.8565 2.9877 -4.0026
F -3.3497 1.1897 -5.0997
N -1.5812 5.5967 -0.6099
H -2.0190 8.6175 -1.0945
H -0.3414 8.1458 -1.0142
H -2.6544 5.1489 2.3427
H -2.8785 2.9809 0.8537
H -1.1196 2.8727 0.8088
H -1.5372 3.3322 -1.8522
H -3.1539 2.7685 -1.4639
H -1.2595 5.3376 -1.5313
F 3.7547 -4.1506 0.1472
C 2.5240 -4.1919 -0.4071
C 1.9592 -5.4197 -0.6837
C 0.6920 -5.4528 -1.2468
C 0.0165 -4.2721 -1.5242
C 0.6092 -3.0507 -1.2352
C 1.8755 -3.0031 -0.6694
H 2.5056 -6.3260 -0.4614
H 0.2312 -6.4060 -1.4674
H -0.9715 -4.3054 -1.9636
H 0.0840 -2.1303 -1.4491
H 2.3571 -2.0644 -0.4300
F 2.2233 -3.7356 7.1138
C 2.6888 -3.8405 5.8527
C 3.1061 -5.0739 5.3950
C 3.5813 -5.1724 4.0950
C 3.6382 -4.0507 3.2778
C 3.2137 -2.8230 3.7675
C 2.7312 -2.7090 5.0637
H 3.0579 -5.9337 6.0493
H 3.9081 -6.1325 3.7186
H 4.0109 -4.1312 2.2687
H 3.2602 -1.9449 3.1364
H 2.3928 -1.7630 5.4645
*
```

- energy above the lowest of the compared OMol25 structures with the same formula, charge and spin (kJ/mol) = 0.0
- calculated total energy (eV) = -56878.052
- orbital gap (eV) = 6.566
- LUMO level (eV) = -3.8
- HOMO level (Ha) = -0.383

Löwdin atomic charge list, values in e, 6 entries: 0.163, -0.363, 0.193, -0.041, -0.028, -0.047



Entry from the Open Molecules 2025 dataset: a structure of composition C20H18F3O3Sc at a distorted geometry (ωB97M-V with the def2-TZVPD basis set).

```
! wB97M-V def2-TZVPD RIJCOSX def2/J DEFGRID3
* xyz 0 1
C 0.6809 -1.8684 1.0952
C -0.5062 -2.4144 0.5092
C -0.3284 -2.4268 -0.8959
H -1.3562 -2.8822 1.0020
C 0.9550 -1.8223 -1.1913
C 1.5737 -1.5024 0.0574
H 2.5906 -1.1693 0.2127
H 0.9538 -1.8728 2.1682
H -0.9737 -2.9373 -1.5830
H 1.4344 -1.7862 -2.1673
C -0.5390 2.3922 -0.6665
C -0.2976 2.2080 0.7095
C 1.0023 1.6284 0.8446
H -0.9198 2.5672 1.5182
C 1.5765 1.4444 -0.4660
C 0.5952 1.9238 -1.3872
H 0.7143 1.9744 -2.4618
H -1.4202 2.9203 -1.0804
H 1.4589 1.4573 1.7880
H 2.5975 1.0946 -0.7046
Sc -0.3780 0.0090 -0.4009
O -1.0645 0.0252 -2.2696
C -1.8772 -0.6474 -3.2173
C -0.6288 -0.9156 -3.9850
H -2.3876 -1.5370 -2.8449
H -2.6145 -0.0244 -3.8016
H 0.0661 -1.7253 -3.8076
H 0.8868 -1.8366 -5.7714
C 0.5950 -0.8074 -6.0216
C -0.1721 -0.1009 -5.0510
C -0.5700 1.2493 -5.3379
H -1.1303 1.7875 -4.5814
C -0.2431 1.8232 -6.5770
H -0.5909 2.8440 -6.7664
C 0.4467 1.0576 -7.5521
H 0.5562 1.5192 -8.5452
C 0.8582 -0.2677 -7.2745
H 1.3283 -0.8708 -8.0632
F -0.4764 0.1432 5.0907
C -0.2286 0.4610 3.8045
F -0.1733 1.8180 3.6108
F 1.0188 -0.0685 3.5091
C -1.2860 -0.1862 2.8157
O -2.0367 -1.0016 3.3407
O -1.2670 0.0533 1.5281
*
```

- energy above the lowest of the compared OMol25 structures with the same formula, charge and spin (kJ/mol) = 0.0
- calculated total energy (eV) = -56026.620
- orbital gap (eV) = 5.291
- LUMO level (eV) = -2.4
- HOMO level (Ha) = -0.283

Löwdin atomic charge list, values in e, 6 entries: -0.129, -0.128, -0.181, 0.118, -0.198, -0.163



Entry from the Open Molecules 2025 dataset: an isolated molecule of C20H18FN5O3S (ωB97M-V with the def2-TZVPD basis set).

```
! wB97M-V def2-TZVPD RIJCOSX def2/J DEFGRID3
* xyz 0 1
N 0.7211 -0.4129 2.1556
C 0.9532 0.5180 1.2279
C 1.2632 0.2895 -0.1088
C 1.5645 1.3868 -0.9802
O 1.8607 1.2764 -2.1633
N 1.4995 2.6530 -0.3867
C 1.1600 2.7874 0.9103
N 0.9113 1.8009 1.6898
S 1.0038 4.3986 1.5850
C 0.5156 3.9285 3.2712
H 0.2103 4.8542 3.7604
H 1.3816 3.5097 3.7811
C -0.6227 2.9053 3.3060
O -0.6439 2.0153 4.1252
N -1.6217 3.1734 2.4420
H -1.4700 3.8959 1.7532
C -2.6684 2.2144 2.1535
C -2.3445 1.3764 0.9389
C -2.0218 1.9848 -0.2689
C -1.7145 1.2213 -1.3807
C -1.7429 -0.1610 -1.3016
C -2.0671 -0.7764 -0.1051
C -2.3543 -0.0092 1.0110
H -2.5937 -0.4920 1.9469
H -2.0851 -1.8529 -0.0361
H -1.5128 -0.7554 -2.1735
H -1.4561 1.7044 -2.3116
H -2.0177 3.0642 -0.3474
H -3.6039 2.7623 1.9965
H -2.7693 1.5787 3.0351
H 1.6961 3.4536 -0.9744
N 1.3313 -0.9339 -0.7988
C 0.9556 -2.1899 -0.4926
O 0.4966 -2.5632 0.5776
C 1.1742 -3.1408 -1.6266
C 0.1792 -4.0424 -1.9918
C 0.3618 -4.9597 -3.0108
C 1.5732 -4.9913 -3.6780
C 2.5807 -4.1051 -3.3320
C 2.3815 -3.1861 -2.3179
H 3.1743 -2.5066 -2.0419
H 3.5249 -4.1305 -3.8536
H 1.7288 -5.7075 -4.4701
H -0.4415 -5.6330 -3.2650
F -1.0138 -4.0030 -1.3738
H 1.6314 -0.7471 -1.7555
H 0.3737 -0.0822 3.0418
H 0.5576 -1.3713 1.8380
*
```

- energy above the lowest of the compared OMol25 structures with the same formula, charge and spin (kJ/mol) = 0.0
- calculated total energy (eV) = -48180.509
- orbital gap (eV) = 8.125
- LUMO level (eV) = 0.4
- HOMO level (Ha) = -0.284

Löwdin atomic charge list, values in e, 6 entries: 0.203, -0.284, -0.093, -0.428, 0.038, 0.153



Entry from the Open Molecules 2025 dataset: a structure of composition C20H18MoN2O6PS at a distorted geometry (ωB97M-V with the def2-TZVPD basis set).

```
! wB97M-V def2-TZVPD RIJCOSX def2/J DEFGRID3
* xyz 1 3
Mo 1.3770 0.7408 -0.1518
O -3.7156 -0.2081 -1.7513
C -2.7799 -0.8249 -1.3499
O -1.7956 -0.0339 -0.7516
C -2.7975 -2.3336 -1.3324
C -4.1057 -2.8295 -1.2239
C -4.3891 -4.1779 -1.2805
C -3.3613 -5.0847 -1.4882
C -2.0636 -4.6296 -1.6142
C -1.7832 -3.2763 -1.5209
S -0.2918 -0.5447 -0.3082
H -4.9062 -2.1141 -1.1060
H -5.4103 -4.5177 -1.1808
H -3.5663 -6.1444 -1.5568
H -1.2511 -5.3228 -1.7789
O 3.1979 -4.0500 2.1568
C 2.9624 -4.3596 0.8660
O 2.9275 -5.4874 0.4910
C 2.8877 -3.2067 -0.0970
C 3.9306 -2.4326 -0.5279
N 3.4491 -1.6623 -1.5347
N 2.1536 -1.8829 -1.7916
C 1.8031 -2.8297 -0.9266
C 0.4219 -3.3586 -0.7495
O 0.1577 -4.0786 0.1649
O -0.4479 -2.8941 -1.6819
H 3.1189 -3.0990 2.3002
H 4.9668 -2.4292 -0.2308
H 3.9827 -1.1196 -2.1920
C 1.6201 3.6919 -1.1250
P 1.0541 2.9670 0.4594
C 2.5661 2.8187 1.4829
C -0.1343 4.0355 1.2299
C -1.4837 3.7112 1.0871
C -2.4437 4.5470 1.6396
C -2.0562 5.6829 2.3327
C -0.7114 6.0026 2.4805
C 0.2552 5.1824 1.9271
H 0.8658 4.3665 -1.5264
H 1.7524 2.8832 -1.8561
H 2.5596 4.2336 -1.0135
H 2.3302 2.9624 2.5352
H 3.3376 3.5257 1.1777
H 3.0119 1.8082 1.4062
H -1.7764 2.8145 0.5523
H -3.4927 4.3075 1.5316
H -2.8090 6.3280 2.7659
H -0.4211 6.8903 3.0257
H 1.3039 5.4325 2.0356
*
```

- energy above the lowest of the compared OMol25 structures with the same formula, charge and spin (kJ/mol) = 611.6
- calculated total energy (eV) = -58266.904
- orbital gap (alpha / beta) (eV) = 7.383 / 7.137
- LUMO level (alpha / beta) (eV) = -4.5 / -4.3
- HOMO level (alpha / beta) (Ha) = -0.435 / -0.421

Löwdin atomic charge list, values in e, 6 entries: 0.629, 0.155, -0.442, -0.415, -0.047, -0.004



Entry from the Open Molecules 2025 dataset: an isolated molecule of C20H18N2O3S (ωB97M-V with the def2-TZVPD basis set).

```
! wB97M-V def2-TZVPD RIJCOSX def2/J DEFGRID3
* xyz 0 1
C -0.8022 -2.0073 2.8766
C -1.6218 -1.6145 1.9217
C -1.8784 -2.3936 0.6682
N -1.6769 -1.5643 -0.5088
C -2.7132 -1.2039 -1.3184
O -3.8488 -1.5869 -1.1798
C -2.2718 -0.2279 -2.3922
H -2.5622 -0.5956 -3.3789
S -0.4580 -0.1534 -2.3121
C -0.4212 -1.1017 -0.8055
N 0.5780 -1.4181 -0.1142
C 1.8530 -0.9204 -0.2340
C 2.0998 0.4560 -0.2590
C 3.3939 0.9218 -0.2911
C 4.4671 0.0301 -0.3023
C 4.2211 -1.3426 -0.2664
C 2.9279 -1.8129 -0.2234
H 2.7250 -2.8723 -0.1957
H 5.0523 -2.0301 -0.2687
C 5.8347 0.5746 -0.3452
O 6.1102 1.7504 -0.3618
O 6.7915 -0.3722 -0.3650
H 7.6624 0.0529 -0.3937
H 3.6032 1.9806 -0.3120
H 1.2651 1.1402 -0.2343
C -2.9174 1.1466 -2.1343
C -2.5672 1.6471 -0.7600
C -1.3963 2.3650 -0.5490
C -1.0336 2.7585 0.7274
C -1.8436 2.4479 1.8058
C -3.0221 1.7496 1.6014
C -3.3800 1.3472 0.3261
H -4.2950 0.7933 0.1715
H -3.6659 1.5174 2.4376
H -1.5609 2.7541 2.8018
H -0.1188 3.3121 0.8801
H -0.7665 2.6176 -1.3903
H -2.5695 1.8445 -2.8979
H -3.9983 1.0238 -2.2297
H -2.9220 -2.7229 0.6245
H -1.2094 -3.2555 0.6102
H -2.1613 -0.6800 1.9960
H -0.6505 -1.4248 3.7684
H -0.2520 -2.9305 2.8065
*
```

- energy above the lowest of the compared OMol25 structures with the same formula, charge and spin (kJ/mol) = 16.9
- calculated total energy (eV) = -40991.172
- orbital gap (eV) = 8.793
- LUMO level (eV) = 0.3
- HOMO level (Ha) = -0.312

Löwdin atomic charge list, values in e, 6 entries: 0.019, -0.155, -0.119, -0.008, -0.471, 0.106



Entry from the Open Molecules 2025 dataset: a structure of composition C20H18N3ORh at a distorted geometry (ωB97M-V with the def2-TZVPD basis set).

```
! wB97M-V def2-TZVPD RIJCOSX def2/J DEFGRID3
* xyz 0 5
C -0.5165 1.7025 3.0307
C 0.8529 1.3369 2.9043
C 1.2460 1.5012 1.5349
H 1.5053 0.9937 3.7003
C 0.0882 2.0168 0.8090
C -1.0041 2.1068 1.7494
H -2.0052 2.4509 1.5138
H -1.0910 1.7003 3.9548
H 2.2359 1.3389 1.1281
H 0.0709 2.3601 -0.2188
C -0.3102 -2.2160 0.9965
C -0.8849 -2.1286 2.3078
C -2.0525 -1.3224 2.2438
H -0.4778 -2.5993 3.1986
C -2.2625 -0.9355 0.8754
C -1.1870 -1.5118 0.0895
H -1.1256 -1.4985 -0.9940
H 0.6006 -2.7405 0.7220
H -2.6886 -1.0531 3.0848
H -3.0921 -0.3562 0.4696
Rh -0.3470 0.0032 1.3295
O 0.5318 0.0716 -1.1525
C 1.9401 -0.0185 -1.3694
C 1.2122 0.8963 -2.3082
H 2.5906 0.4499 -0.6229
H 2.2282 -0.9894 -1.7729
H 1.2388 1.9673 -2.0682
H 0.9812 2.5117 -4.4468
C 0.9352 1.4530 -4.7230
C 0.9386 0.4891 -3.6824
C 0.8211 -0.8770 -4.0221
H 0.7609 -1.6277 -3.2334
C 0.8079 -1.2559 -5.3652
H 0.7616 -2.3116 -5.6246
C 0.8526 -0.3032 -6.3864
H 0.8649 -0.6049 -7.4341
C 0.9118 1.0575 -6.0505
H 0.9424 1.8117 -6.8334
N 0.0648 -0.8939 4.7514
C -0.7021 -0.6006 5.6019
N -1.5151 -0.1649 6.5057
C -2.0797 -0.8437 7.4565
N -2.6423 -1.3663 8.3505
*
```

- energy above the lowest of the compared OMol25 structures with the same formula, charge and spin (kJ/mol) = 0.0
- calculated total energy (eV) = -30548.998
- orbital gap (alpha / beta) (eV) = 6.919 / 4.076
- LUMO level (alpha / beta) (eV) = -0.2 / -3.0
- HOMO level (alpha / beta) (Ha) = -0.260 / -0.259

Löwdin atomic charge list, values in e, 6 entries: -0.118, -0.133, -0.172, 0.101, -0.203, -0.157